# 1
# C4H9ClN2O

One molecule with the formula C4H9ClN2O at a distorted geometry (the ωB97M-V functional and the def2-TZVPD basis, the Open Molecules 2025 dataset).

Positions of all 17 atoms, in Å:
H1 -1.033 -1.656 -0.768
N1 -0.051 -1.388 -0.604
C1 -0.095 -0.212 -0.128
C2 -1.273 0.672 0.161
Cl1 -2.892 -0.231 0.134
N2 1.054 0.494 0.128
C3 1.228 1.909 -0.143
O1 2.195 -0.153 -0.409
C4 2.739 -1.087 0.558
H2 -1.345 1.495 -0.552
H3 -1.192 1.044 1.202
H4 0.424 2.520 0.291
H5 2.159 2.205 0.334
H6 1.325 2.073 -1.232
H7 2.034 -1.900 0.733
H8 2.954 -0.585 1.502
H9 3.669 -1.484 0.115

* largest force on an atom: 1.9 eV/Å
* net charge: 0
* ΔE to the lowest compared entry with this formula, charge and spin: 55.8 kcal/mol

***

# 2
# C47H41N7O2SSrTe

C47H41N7O2SSrTe as an isolated structure (the ωB97M-V functional and the def2-TZVPD basis, the Open Molecules 2025 dataset).

Positions of all 100 atoms, in Å:
Sr1 -0.405 -1.880 0.509
C1 2.530 -2.874 4.698
C2 1.489 -2.955 3.616
N1 0.638 -1.877 3.523
N2 -0.689 -2.051 3.127
C3 -1.557 -1.069 2.973
N3 -1.329 0.278 3.173
S1 -3.097 -1.506 2.346
C4 1.487 -4.062 2.723
C5 2.443 -5.097 2.925
C6 2.503 -6.164 2.068
C7 1.618 -6.237 0.990
C8 0.730 -5.193 0.845
N4 0.651 -4.130 1.646
H1 2.331 -2.056 5.385
H2 3.542 -2.743 4.299
H3 2.524 -3.791 5.290
H4 -0.428 0.675 2.940
H5 -2.099 0.821 2.814
H6 3.135 -5.047 3.750
H7 3.237 -6.944 2.227
H8 1.622 -7.066 0.298
H9 0.023 -5.208 0.017
C9 4.218 -1.969 -0.057
C10 4.997 -1.429 0.959
C11 4.371 -0.865 2.048
C12 2.969 -0.833 2.124
N5 2.219 -1.371 1.145
C13 2.848 -1.908 0.098
C14 2.367 -0.194 3.300
C15 2.978 0.901 3.901
C16 2.470 1.522 5.021
C17 1.290 0.984 5.610
C18 0.683 -0.074 5.040
N6 1.156 -0.634 3.856
H10 4.654 -2.425 -0.933
H11 6.078 -1.465 0.905
H12 4.959 -0.480 2.869
H13 2.207 -2.297 -0.691
H14 3.862 1.297 3.424
H15 2.951 2.394 5.437
H16 0.868 1.404 6.511
H17 -0.207 -0.536 5.437
C19 0.170 4.538 -3.754
C20 0.067 3.442 -2.724
C21 0.062 3.719 -1.355
C22 -0.004 2.722 -0.405
C23 0.070 3.088 1.035
O1 0.679 2.436 1.861
C24 -0.643 4.338 1.493
C25 -0.157 4.995 2.619
C26 -0.804 6.115 3.112
C27 -1.960 6.578 2.494
C28 -2.460 5.918 1.380
C29 -1.798 4.808 0.877
C30 -0.099 1.336 -0.778
O2 -0.202 0.468 0.140
C31 -0.119 1.046 -2.186
C32 -0.028 2.118 -3.094
C33 -0.263 -0.303 -2.748
N7 -0.281 -1.398 -2.064
C34 -0.474 -2.690 -2.734
C35 -1.938 -3.122 -2.865
Te1 -3.093 -2.932 -1.061
C36 -3.790 -1.012 -1.623
C37 -4.686 -0.955 -2.690
C38 -5.108 0.272 -3.185
C39 -4.638 1.447 -2.614
C40 -3.764 1.389 -1.539
C41 -3.348 0.164 -1.034
C42 -0.427 -0.378 -4.244
C43 0.664 -0.613 -5.072
C44 0.491 -0.703 -6.445
C45 -0.774 -0.556 -6.999
C46 -1.863 -0.311 -6.174
C47 -1.690 -0.218 -4.800
H18 0.157 5.518 -3.277
H19 -0.661 4.500 -4.461
H20 1.095 4.461 -4.329
H21 0.130 4.752 -1.027
H22 0.730 4.603 3.100
H23 -0.413 6.627 3.982
H24 -2.471 7.449 2.882
H25 -3.367 6.268 0.904
H26 -2.186 4.296 0.005
H27 -0.038 1.906 -4.156
H28 0.067 -3.439 -2.141
H29 -0.042 -2.716 -3.738
H30 -1.987 -4.162 -3.186
H31 -2.454 -2.517 -3.609
H32 -5.055 -1.870 -3.137
H33 -5.806 0.306 -4.012
H34 -4.958 2.405 -3.003
H35 -3.390 2.301 -1.089
H36 -2.682 0.142 -0.183
H37 1.651 -0.720 -4.637
H38 1.345 -0.886 -7.084
H39 -0.909 -0.625 -8.070
H40 -2.851 -0.184 -6.599
H41 -2.535 -0.007 -4.152

* largest force on an atom: 0.8 eV/Å
* net charge: 0
* ΔE to the lowest compared entry with this formula, charge and spin: 100.8 kcal/mol

***

# 3
# C34H24N4O3RuSe

C34H24N4O3RuSe as an isolated structure at a distorted geometry (the ωB97M-V functional and the def2-TZVPD basis, the Open Molecules 2025 dataset).

Positions of all 67 atoms, in Å:
Ru1 -0.359 -0.079 -0.184
O1 -1.090 -0.544 4.366
C1 0.210 -0.592 4.699
C2 0.547 -0.629 6.049
C3 1.867 -0.705 6.448
C4 2.881 -0.752 5.499
C5 2.567 -0.702 4.158
C6 1.238 -0.617 3.732
C7 0.923 -0.529 2.314
O2 -0.279 -0.192 1.935
N1 1.877 -0.809 1.451
N2 1.514 -0.680 0.177
C8 2.383 -1.035 -0.754
C9 2.218 -0.927 -2.153
C10 3.301 -1.299 -2.976
C11 3.253 -1.199 -4.346
C12 2.102 -0.717 -4.966
C13 1.015 -0.349 -4.204
C14 1.020 -0.447 -2.797
O3 -0.055 -0.114 -2.160
H1 -1.140 -0.444 3.385
H2 -0.256 -0.592 6.769
H3 2.110 -0.724 7.500
H4 3.913 -0.817 5.811
H5 3.340 -0.718 3.406
H6 3.334 -1.422 -0.387
H7 4.192 -1.671 -2.491
H8 4.106 -1.491 -4.943
H9 2.058 -0.634 -6.044
H10 0.116 0.035 -4.667
C15 -4.677 -0.166 0.032
C16 -5.029 1.172 -0.003
C17 -4.049 2.144 -0.022
C18 -2.688 1.809 -0.012
C19 -2.332 0.442 -0.031
C20 -3.334 -0.512 0.027
C21 -1.630 2.810 0.004
C22 -1.872 4.191 0.034
C23 -0.834 5.088 0.056
C24 0.497 4.611 0.023
C25 1.618 5.451 0.016
C26 2.894 4.928 -0.047
C27 3.074 3.547 -0.092
C28 1.991 2.698 -0.066
C29 0.679 3.197 -0.015
N3 -0.366 2.345 -0.005
H11 -5.432 -0.936 0.069
H12 -6.076 1.457 -0.001
H13 -4.359 3.181 -0.038
H14 -3.077 -1.566 0.068
H15 -2.888 4.553 0.048
H16 -1.023 6.152 0.099
H17 1.473 6.523 0.052
H18 3.752 5.584 -0.065
H19 4.072 3.138 -0.150
H20 2.129 1.625 -0.093
Se1 -0.959 -2.986 0.262
C30 -0.318 -4.776 0.085
C31 -0.350 -5.460 -1.130
C32 0.025 -6.790 -1.152
N4 0.422 -7.468 -0.085
C33 0.470 -6.808 1.065
C34 0.118 -5.481 1.208
H21 -0.680 -4.964 -2.030
H22 -0.003 -7.358 -2.075
H23 0.795 -7.391 1.919
H24 0.160 -4.996 2.172

* largest force on an atom: 3.1 eV/Å
* net charge: -1
* multiplicity: 2
* ΔE to the lowest compared entry with this formula, charge and spin: 43.3 kcal/mol

***

# 4
# C3H8O

A 2-piece molecular cluster, C3H8O overall at a distorted geometry (the ωB97M-V functional and the def2-TZVPD basis, the Open Molecules 2025 dataset).

Positions of all 12 atoms, in Å:
C1 -0.852 1.982 -0.078
C2 -0.029 1.402 0.791
C3 1.435 1.049 0.507
H1 -1.896 2.219 0.154
H2 -0.485 2.225 -1.082
H3 -0.515 1.206 1.756
H4 1.736 1.248 -0.535
H5 1.558 -0.028 0.709
H6 2.103 1.612 1.180
O1 -0.993 -4.257 -1.531
H7 -1.611 -4.839 -1.033
H8 -0.452 -3.817 -0.837

* largest force on an atom: 1.2 eV/Å
* net charge: 0
* ΔE to the lowest compared entry with this formula, charge and spin: 19.9 kcal/mol

***

The highest largest force on an atom belongs to which entry?
C34H24N4O3RuSe

***

Look up the largest force on an atom of the first one.
1.9 eV/Å